# C5H6N2O

One molecule with the formula C5H6N2O at a distorted geometry (wB97M-V/def2-TZVPD, OMol25).

**E**: -10307.077 eV
**Gap between HOMO and LUMO**: 9.78 eV
**SMILES**: O=C1CC=NN2C[C@H]12
**Relative energy (zero: lowest compared OMol25 entry of this formula, charge and spin)**: 2.526 eV

The geometry in ORCA input format:
```
! RIJCOSX wB97M-V def2-TZVPD def2/J DEFGRID3
* xyz 0 1
O -2.404 -0.620 -0.216
C -1.279 -0.242 0.039
C -0.888 1.274 0.156
C 0.546 1.557 -0.210
N 1.541 0.776 -0.009
N 1.266 -0.498 0.463
C 0.976 -1.582 -0.488
C -0.077 -1.109 0.464
H -1.561 1.976 -0.362
H -1.008 1.508 1.252
H 0.768 2.548 -0.649
H 1.488 -2.497 -0.202
H 0.923 -1.347 -1.571
H -0.290 -1.744 1.332
*
```